Arrangement 1

# C5H8N2

The molecule C5H8N2 (the ωB97M-V functional and the def2-TZVPD basis, OMol25).

Structure (XYZ):
```
15
Properties=species:S:1:pos:R:3:mulliken_charge:R:1
N -0.747 1.316 0.399 -0.82
N -1.084 0.066 0.023 0.56
C 1.181 0.013 0.254 0.68
C 0.547 1.322 0.555 -0.37
C -0.004 -0.742 -0.115 -0.63
C -2.439 -0.208 -0.397 -0.82
C 2.521 -0.422 0.543 -1.11
H -2.675 -1.255 -0.190 0.30
H 1.302 0.092 -0.893 0.24
H -2.579 -0.007 -1.466 0.31
H -3.104 0.434 0.182 0.29
H 1.060 2.221 0.871 0.43
H 2.808 -1.414 0.205 0.26
H 3.293 0.339 0.507 0.24
H -0.081 -1.757 -0.477 0.43
```

Summary:
LUMO level (alpha / beta) in eV: 0.685 / 0.571
Orbital gap (alpha / beta) in eV: 7.28 / 6.35

=====

Arrangement 2

# C5H8N2

The molecule C5H8N2 (the ωB97M-V functional and the def2-TZVPD basis, OMol25).

Structure (XYZ):
```
15
Properties=species:S:1:pos:R:3:mulliken_charge:R:1
N -0.434 1.126 1.175 -0.28
N -1.509 0.145 1.403 -0.42
C 0.400 0.030 -0.787 0.23
C -0.664 -1.045 -0.703 -0.50
C -1.461 -0.888 0.588 -0.10
C 0.790 0.623 0.544 -0.52
C 1.728 0.606 -0.826 -0.57
H 1.081 -0.071 1.147 0.45
H 2.670 0.111 -0.598 0.30
H -0.067 0.744 -1.558 0.05
H 1.545 1.677 -1.207 0.26
H -1.306 -0.990 -1.611 0.30
H -0.286 -2.293 -0.784 0.18
H -2.224 -1.625 1.118 0.33
H -0.264 1.850 2.098 0.27
```

Summary:
SMILES: C1=NN[C@@H]2C[C@H]2C1
LUMO level in eV: 0.963
Orbital gap in eV: 9.14

=====

In terms of stability, arrangement 1 leads; the second structure lies 46.5 kcal/mol higher.

=====

Arrangement 1

# C5H8N2

The molecule C5H8N2 (the ωB97M-V functional and the def2-TZVPD basis, OMol25).

Structure (XYZ):
```
15
Properties=species:S:1:pos:R:3:mulliken_charge:R:1
N 0.287 -0.700 -0.578 -0.51
N 1.642 0.978 0.609 -0.55
C -2.098 0.169 -0.077 -1.17
C 0.102 0.550 -1.478 -0.29
C 0.783 0.593 -0.220 0.66
C 1.995 -0.201 1.467 -0.74
C -1.034 -0.295 -1.040 0.27
H -2.918 0.641 -0.627 0.31
H -2.507 -0.679 0.483 0.30
H 1.339 -1.060 1.262 0.33
H 0.577 0.552 -2.450 0.24
H 3.022 -0.573 1.317 0.26
H -1.691 0.891 0.637 0.30
H 1.885 0.128 2.495 0.28
H -1.383 -0.995 -1.800 0.33
```

Summary:
SMILES: C/N=C1/[C@@H]2[C@H](C)N12
LUMO level in eV: 1.093
Orbital gap in eV: 10.60

=====

Arrangement 2

# C5H8N2

The molecule C5H8N2 (the ωB97M-V functional and the def2-TZVPD basis, OMol25).

Structure (XYZ):
```
15
Properties=species:S:1:pos:R:3:mulliken_charge:R:1
N -0.196 3.057 -0.754 -0.48
N 0.601 -0.078 0.543 -0.32
C 0.359 2.043 -0.733 -0.06
C 1.466 -1.222 0.761 -0.86
C -1.810 0.264 0.168 -1.42
C -0.494 -0.223 -0.381 0.11
C 0.693 0.629 -0.721 0.24
H 2.432 -0.876 1.137 0.29
H 1.623 -1.836 -0.141 0.34
H -2.159 -0.563 0.794 0.34
H 1.422 0.257 -1.447 0.45
H -0.574 -1.134 -0.976 0.37
H -1.709 1.143 0.810 0.38
H -2.562 0.473 -0.595 0.33
H 1.005 -1.852 1.531 0.29
```

Summary:
SMILES: C[C@H]1[C@@H](C#N)N1C
LUMO level in eV: 0.917
Orbital gap in eV: 10.75

=====

Arrangement 3

# C5H8N2

A structure of composition C5H8N2 (the ωB97M-V functional and the def2-TZVPD basis, OMol25).

Structure (XYZ):
```
15
Properties=species:S:1:pos:R:3:mulliken_charge:R:1
N -0.138 1.345 1.416 -0.38
N -2.401 -0.217 -0.846 -0.46
C 2.743 -0.297 -0.453 -0.97
C -0.440 -0.794 0.577 -0.42
C -1.133 1.412 0.547 -0.65
C -1.367 0.091 -0.013 0.83
C -0.115 0.026 1.656 -0.12
H 2.781 -1.006 0.378 0.24
H -1.653 2.332 0.292 0.40
H -2.464 -1.163 -1.191 0.23
H 2.238 0.615 -0.125 0.20
H -0.482 -1.874 0.538 0.33
H -3.288 0.242 -0.710 0.23
H 2.185 -0.741 -1.280 0.23
H 3.760 -0.061 -0.779 0.30
```

Summary:
LUMO level (alpha / beta) in eV: -0.465 / -0.726
Orbital gap (alpha / beta) in eV: 7.73 / 7.74

=====

In terms of stability, arrangement 2 leads; the second structure lies 37.4 kcal/mol higher.

=====

Arrangement 1

# C5H8N2

The molecule C5H8N2 (the ωB97M-V functional and the def2-TZVPD basis, OMol25).

Structure (XYZ):
```
15
Properties=species:S:1:pos:R:3:mulliken_charge:R:1
N 0.792 -0.054 1.623 -0.66
N -0.832 -0.313 0.046 0.01
C -2.198 -0.206 -0.411 -0.86
C 2.674 0.278 0.046 -0.89
C 1.378 0.196 0.356 0.55
C 0.302 0.217 -0.710 -0.54
C -0.436 -0.336 1.362 0.04
H 0.072 1.228 -1.084 0.26
H -2.320 -0.788 -1.329 0.28
H 0.659 -0.370 -1.551 0.29
H -2.877 -0.615 0.345 0.30
H 3.452 0.381 0.788 0.30
H 2.984 0.179 -0.993 0.24
H -1.150 -0.631 2.132 0.36
H -2.501 0.833 -0.619 0.33
```

Summary:
SMILES: C=C1CN(C)C=N1
LUMO level in eV: 0.836
Orbital gap in eV: 8.73

=====

Arrangement 2

# C5H8N2

The molecule C5H8N2 (the ωB97M-V functional and the def2-TZVPD basis, OMol25).

Structure (XYZ):
```
15
Properties=species:S:1:pos:R:3:mulliken_charge:R:1
N 2.273 1.004 0.009 -0.63
N 0.375 -0.057 -0.455 0.12
C -1.897 0.125 0.480 -0.94
C 1.123 -0.907 0.329 -0.22
C -1.039 -0.225 -0.740 -0.56
C 1.112 1.079 -0.596 0.00
C 2.282 -0.236 0.599 -0.46
H -1.199 -1.263 -1.046 0.33
H -1.369 -0.160 1.401 0.31
H -1.294 0.405 -1.600 0.33
H 0.762 -1.890 0.598 0.38
H -2.851 -0.409 0.470 0.34
H 3.125 -0.575 1.186 0.38
H 0.749 1.922 -1.171 0.34
H -2.097 1.199 0.527 0.28
```

Summary:
SMILES: CCn1ccnc1
LUMO level in eV: 0.939
Orbital gap in eV: 9.71

=====

In terms of stability, arrangement 2 leads; the second structure lies 22.1 kcal/mol higher.

=====

Arrangement 1

# H16O8

A cluster of 8 separate species, H16O8 in total (the ωB97M-V functional and the def2-TZVPD basis, OMol25).

Structure (XYZ):
```
24
Properties=species:S:1:pos:R:3:mulliken_charge:R:1
O -0.344 0.924 -0.164 -0.49
O -2.293 2.404 1.214 -0.64
O 0.364 -2.198 -1.936 -0.59
O 1.591 1.281 1.527 -0.71
O -2.175 -1.199 -0.506 -0.68
O 0.110 -2.319 1.154 -0.68
O 0.582 0.871 -2.968 -0.66
O 0.775 -0.666 3.153 -0.72
H 0.433 -3.038 0.594 0.29
H 0.008 1.129 -0.925 0.21
H 2.405 1.228 2.050 0.29
H 0.946 -2.918 -2.226 0.29
H -1.859 3.060 0.740 0.25
H 1.707 2.088 1.030 0.26
H 0.518 -1.469 2.506 0.42
H -1.924 1.650 0.787 0.39
H -1.535 -1.707 -1.084 0.33
H 0.701 -1.397 -2.311 0.27
H -0.070 1.501 -3.384 0.33
H 0.702 0.243 2.730 0.34
H -1.779 -0.293 -0.509 0.35
H 0.331 1.042 0.416 0.43
H 1.258 1.454 -2.593 0.31
H -0.454 -1.671 0.703 0.40
```

Summary:
SMILES: O.O.O.O.O.O.O.O
LUMO level in eV: -0.573
Orbital gap in eV: 9.09

=====

Arrangement 2

# H16O8

A structure of composition H16O8 (the ωB97M-V functional and the def2-TZVPD basis, OMol25).

Structure (XYZ):
```
24
Properties=species:S:1:pos:R:3:mulliken_charge:R:1
O 13.537 -22.696 -21.419 -0.76
O 12.522 -20.874 -21.697 -0.70
O 14.603 -18.547 -19.292 -0.60
O 14.044 -23.402 -19.411 -0.68
O 14.605 -21.834 -17.794 -0.82
O 16.166 -18.635 -17.706 -0.66
O 15.036 -20.711 -19.544 -0.74
O 17.282 -20.157 -20.318 -0.48
H 13.779 -22.907 -20.518 0.50
H 13.318 -21.213 -22.106 0.32
H 14.866 -21.295 -18.540 0.49
H 18.003 -19.888 -20.886 0.28
H 16.638 -19.453 -20.398 0.23
H 13.221 -23.703 -19.027 0.31
H 14.775 -19.790 -19.555 0.42
H 15.007 -21.407 -17.037 0.31
H 14.341 -22.705 -18.827 0.43
H 15.298 -18.814 -18.069 0.42
H 12.313 -21.510 -21.013 0.36
H 14.954 -18.104 -20.064 0.32
H 16.335 -17.720 -17.932 0.26
H 13.903 -17.972 -18.984 0.29
H 13.200 -23.518 -21.776 0.18
H 14.704 -21.064 -20.369 0.30
```

Summary:
LUMO level in eV: -0.461
Orbital gap in eV: 9.04

=====

Arrangement 3

# H16O8

A cluster of 8 separate species, H16O8 in total (the ωB97M-V functional and the def2-TZVPD basis, OMol25).

Structure (XYZ):
```
24
Properties=species:S:1:pos:R:3:mulliken_charge:R:1
O 1.485 -1.884 -1.884 -0.56
O 1.005 1.771 -0.676 -0.86
O -0.107 -0.457 0.564 -0.82
O -2.482 -1.008 -0.595 -0.66
O 0.177 1.768 2.401 -0.64
O 0.863 -2.466 2.012 -0.67
O -2.843 0.652 1.922 -0.61
O 3.097 0.981 -2.431 -0.61
H -0.132 0.997 1.822 0.46
H -1.101 -0.545 0.235 0.46
H -0.473 2.467 2.456 0.29
H 0.314 2.110 -1.370 0.36
H 0.267 -1.880 1.418 0.43
H -2.155 -0.578 -1.376 0.29
H 3.528 1.863 -2.550 0.30
H -2.976 -0.158 1.332 0.31
H 0.296 0.231 -0.058 0.34
H 0.700 -1.562 -2.381 0.28
H 1.850 -2.711 -2.300 0.28
H -2.907 -1.784 -1.123 0.32
H 1.757 -2.306 1.651 0.28
H 2.402 1.260 -1.764 0.39
H 0.913 2.409 0.049 0.35
H -3.474 0.834 2.658 0.29
```

Summary:
SMILES: O.O.O.O.O.O.O.O
LUMO level in eV: -0.494
Orbital gap in eV: 9.25

=====

Arrangement 4

# H16O8

A cluster of 8 separate species, H16O8 in total (the ωB97M-V functional and the def2-TZVPD basis, OMol25).

Structure (XYZ):
```
24
Properties=species:S:1:pos:R:3:mulliken_charge:R:1
O 2.512 2.587 -0.306 -0.59
O 2.145 -1.559 1.312 -0.56
O 3.260 -0.422 -2.774 -0.59
O -0.640 0.750 0.013 -0.55
O -4.105 3.014 -0.632 -0.65
O -4.196 -1.959 -0.397 -0.63
O -0.764 -2.195 -0.535 -0.60
O 1.044 0.684 2.813 -0.58
H 1.187 0.373 1.991 0.29
H 3.054 -1.474 1.568 0.26
H 3.353 3.058 -0.155 0.30
H -0.420 0.283 -0.759 0.32
H 1.886 -2.482 1.441 0.30
H -3.675 2.897 0.240 0.32
H 3.243 0.494 -3.091 0.31
H 4.126 -0.392 -2.521 0.28
H -0.818 -1.637 0.168 0.29
H 0.164 -2.306 -0.787 0.30
H -4.850 2.317 -0.719 0.33
H 0.234 0.182 3.052 0.30
H -1.332 0.190 0.402 0.23
H -4.176 -2.806 0.089 0.32
H -3.454 -1.837 -0.873 0.31
H 2.223 2.242 0.459 0.29
```

Summary:
SMILES: O.O.O.O.O.O.O.O
LUMO level in eV: 0.108
Orbital gap in eV: 11.24

=====

In terms of stability, arrangement 1 leads; the second structure lies 1.2 kcal/mol higher.

=====

Arrangement 1

# H16O8

A cluster of 8 separate species, H16O8 in total (the ωB97M-V functional and the def2-TZVPD basis, OMol25).

Structure (XYZ):
```
24
Properties=species:S:1:pos:R:3:mulliken_charge:R:1
O 1.806 -1.321 -0.206 -0.60
O 3.397 -0.527 2.323 -0.62
O -2.935 0.734 1.776 -0.63
O -0.678 -1.242 -1.772 -0.64
O -1.937 3.372 -1.276 -0.63
O 0.671 2.453 -1.874 -0.65
O -0.775 -2.939 0.313 -0.65
O -0.534 0.501 0.450 -0.61
H -0.703 -1.959 -1.139 0.42
H -0.050 1.243 0.088 0.31
H -0.122 -0.579 -1.363 0.25
H -2.184 0.850 1.193 0.42
H -1.480 -3.538 0.066 0.30
H 3.554 -1.003 3.139 0.31
H -1.078 2.951 -1.272 0.34
H 2.575 -1.673 -0.654 0.26
H 2.723 -1.037 1.873 0.33
H -2.557 0.408 2.592 0.27
H -0.933 -2.750 1.237 0.29
H 1.180 -2.046 -0.201 0.32
H 0.933 3.373 -1.887 0.30
H 1.431 1.981 -2.215 0.30
H -2.449 2.867 -1.907 0.32
H 0.144 -0.120 0.716 0.28
```

Summary:
SMILES: O.O.O.O.O.O.O.O
LUMO level in eV: -0.079
Orbital gap in eV: 10.39

=====

Arrangement 2

# H16O8

A cluster of 8 separate species, H16O8 in total (the ωB97M-V functional and the def2-TZVPD basis, OMol25).

Structure (XYZ):
```
24
Properties=species:S:1:pos:R:3:mulliken_charge:R:1
O -3.026 3.349 -0.940 -0.62
O 1.446 -1.182 -0.938 -0.61
O -3.078 0.231 -1.846 -0.69
O -3.211 -2.069 -0.066 -0.61
O 0.754 0.282 0.985 -0.59
O -1.866 -1.270 3.248 -0.63
O 4.375 3.398 0.969 -0.64
O 5.293 -2.051 -1.346 -0.63
H 0.634 -1.386 -1.458 0.29
H -0.114 0.208 1.439 0.28
H -3.018 -1.299 -0.465 0.32
H -3.483 -0.507 -2.391 0.35
H -3.514 2.781 -0.313 0.32
H -2.724 -1.759 3.055 0.33
H 1.332 -0.336 1.452 0.32
H 6.211 -2.238 -1.147 0.31
H -2.547 2.693 -1.359 0.31
H -2.540 -2.734 -0.377 0.32
H 1.616 -0.283 -1.199 0.32
H 4.863 -2.108 -0.407 0.32
H -1.961 -0.367 3.052 0.30
H 4.727 2.511 1.296 0.32
H 3.492 3.155 0.725 0.32
H -3.662 0.981 -1.969 0.31
```

Summary:
SMILES: O.O.O.O.O.O.O.O
LUMO level in eV: -0.072
Orbital gap in eV: 10.44

=====

In terms of stability, arrangement 1 leads; the second structure lies 30.1 kcal/mol higher.